[1]
Below is a molecular structure, C4H8IrO, with properties calculated with the ωB97M-V functional and the def2-TZVPD basis.

Net charge = +2
E_LUMO (alpha / beta) = -8.42 / -13.50 eV
Spin multiplicity = 6
Energy above the lowest of the compared OMol25 structures with the same formula, charge and spin = 33.99 kcal/mol

Last column: Mulliken spin population.
Atoms and positions in Å:
H1 1.63558 -1.05585 -1.15273  0.00
C1 0.89504 -1.89678 0.01319  0.05
C2 1.24305 -2.01582 1.52429  0.02
C3 1.70259 -0.76750 0.93356  0.02
C4 3.01951 -0.34366 0.35420  0.03
O1 2.85248 -0.29154 -1.05561  0.33
Ir1 4.08171 0.06501 -2.34526  4.53
H2 -0.16813 -2.03610 -0.18545  0.00
H3 1.74074 -2.43965 -0.42070  0.00
H4 2.02084 -2.74812 1.74857  0.00
H5 0.38458 -1.98285 2.19347  0.00
H6 1.00783 0.07511 1.01404  0.01
H7 3.77410 -1.09742 0.63610  0.00
H8 3.20916 0.64956 0.80237  0.00

Atomic forces in eV per Å
-1.0049 -0.4720 2.5013
2.3456 0.7340 -1.6704
1.7846 0.5240 0.6676
-3.3874 0.8865 -0.4721
-0.1814 -0.8753 2.5064
-2.6052 -0.7266 1.7827
3.1456 1.0844 -3.6232
0.4281 0.4036 -0.4541
-1.0942 -1.5049 -0.4520
-0.4765 -0.0205 0.0213
0.1382 0.0027 -0.2413
0.3013 -0.1573 0.4565
0.2072 0.4736 -0.4233
0.3990 -0.3522 -0.5995

---

[2]
Below is a gas-phase ion, C4H8N (charge +1), with properties calculated with the ωB97M-V functional and the def2-TZVPD basis.

SMILES = C=C/C=[NH+]\C
Net charge = +1
E_LUMO = -5.16 eV
Energy above the lowest of the compared OMol25 structures with the same formula, charge and spin = 20.33 kcal/mol

Last column: natural (NBO) charge in e.
Atoms and positions in Å:
C1 0.12283 -0.38669 -1.58717  -0.30
C2 0.16926 -1.49511 -0.81286  -0.21
C3 0.02919 0.92650 -0.92521  0.25
C4 -0.09881 0.33755 1.42658  -0.49
N1 -0.16090 1.23899 0.24333  -0.42
H1 0.07071 -2.40704 -1.36313  0.24
H2 0.50265 -1.50151 0.20967  0.22
H3 -0.07169 -0.24652 -2.66825  0.27
H4 0.03732 1.71888 -1.64928  0.23
H5 -0.77010 -0.61625 1.34991  0.25
H6 0.88244 -0.13023 1.65782  0.25
H7 -0.44425 0.92015 2.40931  0.27
H8 -0.40607 2.25403 0.56003  0.46

Atomic forces in eV per Å
-0.6005 0.9778 1.9023
0.7230 0.4224 -2.2047
0.7596 -1.1514 -5.4080
-1.7381 -0.8815 2.6700
-0.9016 2.1606 6.7524
-0.0262 -0.7724 0.2295
-0.2911 -0.1785 -0.1751
0.2358 -0.9400 0.7737
-0.2028 0.6756 -0.0532
0.6364 2.1354 -0.2004
-0.2180 0.9799 -0.5593
0.7786 -1.1487 -2.4505
0.8449 -2.2794 -1.2765

---

[3]
Below is a gas-phase ion, C4H8N (charge +1), with properties calculated with the ωB97M-V functional and the def2-TZVPD basis.

Net charge = +1
E_LUMO (alpha / beta) = -5.82 / -5.81 eV
Energy above the lowest of the compared OMol25 structures with the same formula, charge and spin = 87.78 kcal/mol

Last column: natural (NBO) charge in e.
Atoms and positions in Å:
C1 0.01858 1.39494 -0.05723  0.20
C2 -1.95554 0.18872 -0.02597  -0.11
C3 -0.71450 -0.73918 -0.01043  -0.29
C4 1.77626 -0.22501 -0.00827  -0.42
N1 0.46600 0.20427 0.01151  -0.30
H1 0.60743 2.35184 0.10885  0.24
H2 -2.23848 0.29656 0.98526  0.22
H3 -2.52700 0.29189 -0.98910  0.26
H4 -0.81721 -1.47419 0.81828  0.25
H5 -0.86590 -1.26930 -0.96440  0.24
H6 2.05403 -0.69906 -0.86247  0.24
H7 1.77215 -0.91114 0.78274  0.23
H8 2.42418 0.58966 0.21124  0.24

Atomic forces in eV per Å
-3.1572 0.2086 0.9654
4.1707 1.7340 -0.9266
-0.8319 -0.3109 -1.3239
1.0704 0.4799 2.3891
-4.0385 -0.2906 -1.1572
-0.4911 -1.2735 -0.6398
-1.4221 0.8873 0.5456
0.3956 0.1420 1.5641
0.7995 0.6264 -0.3812
1.3283 -0.2407 0.2881
0.5679 -1.2999 -2.7068
0.9776 -1.2829 1.2443
0.6308 0.6203 0.1388

---

[4]
Below is a gas-phase ion, C4H8N (charge +1), with properties calculated with the ωB97M-V functional and the def2-TZVPD basis.

Net charge = +1
E_LUMO = -6.46 eV
Energy above the lowest of the compared OMol25 structures with the same formula, charge and spin = 70.74 kcal/mol

Last column: natural (NBO) charge in e.
Atoms and positions in Å:
C1 -0.05623 0.16298 -0.98128  -0.65
C2 1.17884 0.35759 -0.53125  0.48
C3 2.31528 0.48885 0.02149  -0.50
C4 -1.40706 0.14601 0.18171  -0.11
N1 -1.33788 -0.83340 1.16361  -0.73
H1 -0.30689 0.90186 -1.78883  0.31
H2 2.48868 0.68678 1.01584  0.30
H3 3.27559 0.40272 -0.45097  0.32
H4 -2.49753 -0.05326 -0.23626  0.27
H5 -1.51372 1.22599 0.51346  0.24
H6 -1.60616 -1.74512 0.85574  0.39
H7 -0.17000 -0.84817 -1.38463  0.31
H8 -0.36291 -0.89285 1.62137  0.38

Atomic forces in eV per Å
-2.7853 -0.1536 -2.5124
1.6249 0.2718 1.6477
0.0635 -0.3685 -1.8730
-3.3725 0.8879 0.5982
3.6652 0.7470 0.8380
-0.1408 -0.3481 0.8915
-0.2907 0.6256 2.5412
0.2282 -0.1986 -0.8705
2.6764 0.4516 -0.6769
0.9593 -1.3677 -0.1002
-0.2804 -0.5059 -0.1065
0.0129 -0.0745 0.0962
-2.3610 0.0330 -0.4732

---

[5]
Below is a gas-phase ion, C4H8N (charge +1), with properties calculated with the ωB97M-V functional and the def2-TZVPD basis.

SMILES = CC1=C[N@@H+]1C
Net charge = +1
E_LUMO = -3.73 eV
Energy above the lowest of the compared OMol25 structures with the same formula, charge and spin = 64.45 kcal/mol

Last column: natural (NBO) charge in e.
Atoms and positions in Å:
C1 0.90060 -0.25773 -1.02971  -0.04
C2 0.74372 0.19432 0.14984  0.24
C3 1.14831 1.30715 1.41329  -0.57
C4 -1.51658 -0.74224 -0.70539  -0.46
N1 -0.15611 -0.86836 -0.28312  -0.39
H1 0.92896 -0.25698 -2.13835  0.29
H2 0.37621 1.21786 2.25770  0.26
H3 1.11993 2.22139 0.92460  0.24
H4 2.18023 1.09161 1.73186  0.26
H5 -2.31235 -1.02520 0.07667  0.26
H6 -1.78706 0.35444 -0.88175  0.24
H7 -1.65212 -1.36429 -1.61312  0.24
H8 0.02625 -1.87197 0.09748  0.42

Atomic forces in eV per Å
0.0577 0.6513 -2.6024
1.8965 3.2784 3.0164
-1.6833 -4.0347 -0.4422
-3.4735 1.5506 0.1796
-0.1953 -4.2023 2.4272
0.8437 0.0531 1.1280
1.3046 0.0843 -1.4108
-0.2321 1.7551 -0.7834
-0.5983 -0.2387 -0.1200
1.6441 -0.0590 -0.9221
0.7150 -1.4657 -0.2198
-0.0596 0.5258 0.4918
-0.2194 2.1017 -0.7424

---

[6]
Below is a molecular structure, C4H8N2, with properties calculated with the ωB97M-V functional and the def2-TZVPD basis.

Net charge = 0
E_LUMO = 1.03 eV
Energy above the lowest of the compared OMol25 structures with the same formula, charge and spin = 79.82 kcal/mol

Last column: natural (NBO) charge in e.
Atoms and positions in Å:
C1 1.06219 1.21357 0.03794  -0.33
C2 0.01651 0.51701 -0.75342  -0.46
C3 -0.79536 -0.41446 0.19130  -0.14
N1 -1.55081 -1.37289 -0.58955  -0.82
C4 0.17672 -0.94131 1.27015  0.13
N2 1.14235 -0.11644 1.30456  -0.58
H1 0.75493 2.15191 0.52396  0.20
H2 2.02410 1.38545 -0.48967  0.20
H3 2.03554 0.24695 1.49134  0.44
H4 -0.70007 1.18579 -1.22511  0.23
H5 0.47849 -0.10459 -1.52967  0.20
H6 -1.51980 0.19131 0.75784  0.20
H7 -0.92028 -2.06315 -0.98814  0.35
H8 -2.20452 -1.87916 -0.00153  0.37

Atomic forces in eV per Å
-0.4746 -0.9003 0.6754
-0.4427 -0.1569 -0.2408
0.0415 0.1988 0.0151
0.0614 -0.2099 0.1577
0.6660 0.4083 0.0057
-0.5776 2.8787 -3.1324
-0.0111 -0.4891 0.0519
-0.4015 -0.4877 0.6041
1.1057 -1.4078 2.0164
0.0440 0.0676 -0.1512
-0.1244 0.0775 0.0538
0.1036 -0.0663 -0.0430
-0.0792 0.0490 0.0321
0.0889 0.0380 -0.0447

---

[7]
Below is a molecular structure, C4H8N2, with properties calculated with the ωB97M-V functional and the def2-TZVPD basis.

Net charge = 0
E_LUMO = 1.01 eV
Energy above the lowest of the compared OMol25 structures with the same formula, charge and spin = 89.10 kcal/mol

Last column: natural (NBO) charge in e.
Atoms and positions in Å:
C1 1.56000 0.39145 0.06859  -0.24
N1 1.62464 -1.09195 0.23009  -0.62
C2 0.57417 -1.08832 -0.76726  -0.08
C3 0.33666 0.22356 -0.78731  -0.23
C4 -2.12708 0.16417 0.36714  -0.03
N2 -1.13093 0.51539 1.06271  -0.60
H1 2.36886 0.66667 -0.61346  0.20
H2 1.55766 0.99762 0.97172  0.18
H3 1.23027 -1.31659 1.14962  0.36
H4 0.41418 -1.85040 -1.50523  0.19
H5 -0.25218 0.90802 -1.38884  0.21
H6 -2.22106 -0.89412 0.10071  0.17
H7 -2.88207 0.84292 -0.03980  0.15
H8 -1.05314 1.53157 1.15133  0.34

Atomic forces in eV per Å
0.1538 0.5732 0.2421
-0.0336 0.0687 -0.0980
0.1163 0.0230 -0.6382
0.9743 -0.2710 -1.0427
-0.1620 0.0274 0.4496
-0.7412 0.1544 0.3709
0.1581 0.2258 0.3793
-0.0001 0.0185 0.1396
0.1240 -0.0657 -0.3264
-0.5199 -0.6416 0.2217
0.2822 -0.2297 -0.0830
-0.1042 0.1943 0.1751
0.0804 0.0121 -0.0007
-0.3281 -0.0893 0.2107

---

[8]
Below is 2 unconnected molecules or ions with the total composition C4H8N2, with properties calculated with the ωB97M-V functional and the def2-TZVPD basis.

Net charge = 0
E_LUMO (alpha / beta) = -0.39 / -0.17 eV
Energy above the lowest of the compared OMol25 structures with the same formula, charge and spin = 143.05 kcal/mol

Last column: natural (NBO) charge in e.
Atoms and positions in Å:
C1 -1.24285 -0.37900 -0.12675  -0.02
C2 1.88365 0.53575 -0.58199  -0.33
C3 2.31779 -0.10134 0.69479  -0.34
C4 -2.73498 -0.12682 -0.02950  -0.65
N1 -0.65931 -1.43959 -0.12936  -0.19
N2 1.84394 -0.84870 -0.43202  -0.15
H1 -0.84669 0.73151 -0.17081  0.17
H2 0.95485 1.07872 -0.61701  0.19
H3 2.46200 1.01210 -1.27621  0.21
H4 3.25520 -0.07861 1.09601  0.21
H5 1.72827 0.13076 1.61344  0.20
H6 -3.04750 -0.09759 -1.05630  0.24
H7 -3.08075 -1.02454 0.28517  0.22
H8 -2.83361 0.60735 0.73053  0.23

Atomic forces in eV per Å
-0.3370 3.7568 0.0109
-1.1446 0.5054 1.8839
-2.9771 1.9238 0.5010
1.9794 -0.6619 -0.8269
1.0347 -0.8823 -0.0081
0.1130 -1.6931 0.0625
0.6786 -1.9432 -0.0984
-0.7444 -0.0313 0.4663
2.2145 0.5560 -1.8392
3.1014 -0.6565 -0.1035
-0.6345 -0.6144 -1.0389
-0.6655 1.3222 -0.2949
-1.7467 -2.6841 1.3870
-0.8718 1.1025 -0.1015

---

[9]
Below is 2 unconnected molecules or ions with the total composition C4H8N2, with properties calculated with the ωB97M-V functional and the def2-TZVPD basis.

Net charge = 0
E_LUMO (alpha / beta) = 0.41 / 0.41 eV
Energy above the lowest of the compared OMol25 structures with the same formula, charge and spin = 71.27 kcal/mol

Last column: natural (NBO) charge in e.
Atoms and positions in Å:
C1 -0.83869 1.47446 -0.18050  -0.40
N1 -0.03130 0.33440 0.28412  -0.21
C2 -0.57682 -0.45267 1.18051  -0.24
C3 1.17077 0.17470 -0.32980  -0.32
C4 2.00811 -0.87435 0.08131  0.23
N2 2.66116 -1.75812 0.46955  -0.35
H1 -1.70233 1.09605 -0.73068  0.22
H2 -0.23506 2.10681 -0.82866  0.22
H3 -1.17012 2.05060 0.68427  0.22
H4 -0.02954 -1.31814 1.53013  0.22
H5 -0.87884 -1.89492 -1.12832  -0.02
H6 -1.56225 -0.20454 1.54964  0.20
H7 1.49136 0.92624 -1.03306  0.23
H8 -0.30644 -1.66053 -1.54852  0.00

Atomic forces in eV per Å
-0.0812 0.1314 -0.0429
-0.0098 -0.1694 0.0784
0.0970 0.0486 -0.0567
-0.0273 0.1060 0.0400
0.5258 -0.7403 0.3557
-0.6296 0.8146 -0.3791
0.1310 0.0423 0.0582
-0.0762 -0.0945 0.0893
0.0276 -0.0923 -0.1093
-0.0586 0.1300 -0.0642
0.0398 -0.0028 -0.0552
0.1676 -0.0029 -0.0568
-0.0466 -0.1379 0.1181
-0.0594 -0.0328 0.0245

---

[10]
Below is 2 unconnected molecules or ions with the total composition C4H8N2, with properties calculated with the ωB97M-V functional and the def2-TZVPD basis.

SMILES = C=C=N.C=NC
Net charge = 0
E_LUMO = 0.99 eV
Energy above the lowest of the compared OMol25 structures with the same formula, charge and spin = 51.02 kcal/mol

Last column: natural (NBO) charge in e.
Atoms and positions in Å:
C1 -1.42982 1.41498 1.29492  -0.05
N1 -0.93084 0.66859 0.40579  -0.42
C2 -1.23757 -0.74928 0.44929  -0.44
C3 2.05876 -1.19405 -1.49652  -0.68
C4 1.95680 -0.00195 -0.95486  0.42
N2 1.90225 1.11640 -0.45773  -0.64
H1 -1.19350 2.47975 1.28574  0.18
H2 0.93620 1.34029 -0.18315  0.41
H3 -2.08751 1.04747 2.09393  0.15
H4 -0.32331 -1.29571 0.70282  0.22
H5 -1.54352 -1.08448 -0.54606  0.21
H6 -2.02374 -1.00021 1.17771  0.17
H7 1.94962 -1.31298 -2.56767  0.24
H8 2.25950 -2.06150 -0.87948  0.24

Atomic forces in eV per Å
0.0943 -0.0988 -0.1673
-0.2059 0.2440 0.3531
-0.0373 -0.1571 0.0167
0.0440 0.1107 0.0315
-0.0207 0.3331 0.1286
0.0335 -0.6520 -0.3093
-0.0365 -0.1210 0.0199
0.0495 -0.0249 -0.0255
0.0199 -0.0032 -0.1264
-0.1252 0.0658 -0.0592
0.0440 0.0755 0.1436
0.1230 0.0621 -0.0820
0.0203 0.0343 0.1333
-0.0028 0.1316 -0.0571

---

[11]
Below is 3 unconnected molecules or ions with the total composition C4H8N2, with properties calculated with the ωB97M-V functional and the def2-TZVPD basis.

SMILES = C#C.C=N.C=N
Net charge = 0
E_LUMO = 1.05 eV
Energy above the lowest of the compared OMol25 structures with the same formula, charge and spin = 98.90 kcal/mol

Last column: natural (NBO) charge in e.
Atoms and positions in Å:
C1 -0.08994 1.23950 -1.45864  0.00
N1 -0.95496 1.60606 -0.61368  -0.63
C2 1.49402 -0.50957 0.36730  -0.04
N2 1.97682 -1.04453 -0.66112  -0.62
H1 -0.97437 2.60719 -0.40089  0.35
H2 -1.48696 0.34726 0.45741  0.28
H3 2.99687 -1.00681 -0.72456  0.33
H4 0.58158 1.90605 -2.00326  0.16
H5 -0.10305 0.20613 -1.78417  0.19
H6 2.06931 -0.10162 1.20685  0.14
C3 -1.68905 -0.59572 1.11279  -0.31
C4 -2.00868 -1.57967 1.72227  -0.26
H7 -2.20659 -2.48246 2.22754  0.22
H8 0.39497 -0.59181 0.55216  0.19

Atomic forces in eV per Å
-0.7054 0.3552 -0.6042
0.1165 0.5458 -0.0792
-0.7896 -0.6289 1.0678
0.2191 -0.0711 -0.7301
0.3198 -0.2086 -0.1655
-0.4924 -1.7446 1.3067
-0.1504 0.1351 0.2601
0.0856 0.0724 0.1993
0.2581 -0.1972 0.1834
0.1324 0.1717 -0.2069
-0.2457 1.4412 -0.9942
0.3144 0.2042 -0.1981
-0.1636 -0.3055 0.2664
1.1012 0.2302 -0.3055

---

[12]
Below is a molecular structure, C4H8N2, with properties calculated with the ωB97M-V functional and the def2-TZVPD basis.

Net charge = 0
E_LUMO (alpha / beta) = -0.53 / -0.41 eV
Energy above the lowest of the compared OMol25 structures with the same formula, charge and spin = 116.86 kcal/mol

Last column: natural (NBO) charge in e.
Atoms and positions in Å:
C1 -1.19359 -0.05415 0.50685  -0.31
C2 1.31995 0.57985 0.92783  -0.66
C3 0.16398 0.39432 -0.02412  0.19
C4 -0.26033 -1.19144 -1.02774  -0.22
N1 -1.51437 -0.68468 -0.82632  -0.31
N2 0.01477 1.38916 -0.97369  -0.51
H1 -0.48320 1.03814 -1.79075  0.34
H2 -1.86004 0.76675 0.76633  0.22
H3 -1.16310 -0.81113 1.30151  0.19
H4 1.38984 -0.25592 1.62686  0.21
H5 2.25540 0.67995 0.37391  0.23
H6 1.16786 1.49418 1.50709  0.24
H7 0.03997 -1.41283 -2.05851  0.20
H8 0.12285 -1.93222 -0.30924  0.20

Atomic forces in eV per Å
-0.2085 -0.7848 -0.8683
0.0821 -0.3024 -0.1857
-0.7007 1.0335 -0.1177
-0.4444 -0.2520 0.0154
0.1641 -0.2163 0.4522
1.4889 -0.3590 -0.1690
-0.5344 0.2641 0.5334
-0.0060 -0.1030 0.0522
0.0940 0.1261 -0.0009
0.0506 0.0289 -0.0616
-0.0798 -0.0006 0.1034
-0.0795 -0.0004 -0.0765
0.0014 0.1136 0.1856
0.1724 0.4524 0.1374

---

Number 5 is which compound? C4H8N

---

What is the net charge in the eleventh record? 0

---

Look up the energy above the lowest of the compared OMol25 structures with the same formula, charge and spin of the tenth one. 51.02 kcal/mol